Density functional theory data (the ωB97M-V functional and the def2-TZVPD basis) for a cluster of 9 separate species, C27H72O9 in total.

Last column: Mulliken charge in e.
Atoms and positions in Å:
C1 -16.393 10.351 -9.719  -1.356
C2 -14.934 10.007 -9.761  1.516
C3 -14.056 11.251 -9.879  -1.482
O1 -14.560 9.306 -8.551  -0.588
H1 -17.013 9.460 -9.619  0.171
H2 -16.705 10.878 -10.623  0.382
H3 -16.604 11.049 -8.903  0.367
H4 -14.744 9.315 -10.593  -0.416
H5 -13.004 11.035 -10.076  0.350
H6 -14.086 11.839 -8.962  0.345
H7 -14.406 11.886 -10.700  0.367
H8 -13.837 8.736 -8.830  0.358
C4 -17.557 -2.699 -10.019  -1.590
C5 -18.517 -1.527 -10.049  1.209
C6 -19.814 -1.876 -9.296  -1.431
O2 -17.864 -0.400 -9.492  -0.479
H9 -17.966 -3.553 -10.562  0.416
H10 -17.351 -3.012 -8.994  0.320
H11 -16.609 -2.436 -10.490  0.346
H12 -18.881 -1.313 -11.062  -0.014
H13 -20.116 -2.917 -9.422  0.363
H14 -20.585 -1.142 -9.520  0.307
H15 -19.606 -1.848 -8.219  0.329
H16 -18.292 0.375 -9.903  0.227
C7 -16.827 0.462 -13.219  -1.204
C8 -15.945 1.540 -12.580  1.369
C9 -14.860 1.988 -13.562  -1.292
O3 -16.742 2.679 -12.254  -0.737
H17 -16.191 -0.363 -13.535  0.453
H18 -17.350 0.843 -14.099  0.374
H19 -17.591 0.137 -12.514  -0.041
H20 -15.509 1.055 -11.703  -0.210
H21 -15.348 2.163 -14.520  0.352
H22 -14.059 1.252 -13.639  0.407
H23 -14.396 2.922 -13.235  0.149
H24 -16.138 3.316 -11.833  -0.253
C10 -20.219 7.052 -9.897  -1.244
C11 -21.706 6.831 -10.159  0.575
C12 -22.555 7.808 -9.372  -1.411
O4 -21.853 7.054 -11.576  -0.591
H25 -19.644 6.503 -10.645  0.158
H26 -19.963 6.712 -8.893  0.348
H27 -19.913 8.090 -10.041  0.502
H28 -21.935 5.785 -9.942  0.266
H29 -23.610 7.690 -9.622  0.375
H30 -22.255 8.831 -9.602  0.335
H31 -22.379 7.688 -8.301  0.340
H32 -22.672 6.625 -11.850  0.354
C13 -14.125 1.332 -8.978  -0.855
C14 -13.335 2.132 -7.949  0.495
C15 -11.848 2.179 -8.252  -1.373
O5 -13.872 3.467 -7.891  -0.446
H33 -15.173 1.352 -8.679  0.177
H34 -13.774 0.310 -9.099  0.516
H35 -14.036 1.810 -9.958  -0.080
H36 -13.496 1.642 -6.981  0.333
H37 -11.624 2.813 -9.111  0.268
H38 -11.491 1.172 -8.482  0.363
H39 -11.256 2.567 -7.420  0.395
H40 -13.509 3.853 -7.088  0.259
C16 -17.361 3.826 -8.646  -1.256
C17 -16.642 4.769 -9.594  1.525
C18 -16.244 6.089 -8.961  -1.216
O6 -15.487 4.093 -10.159  -0.044
H41 -17.368 2.786 -8.964  -0.129
H42 -18.351 4.221 -8.414  0.375
H43 -16.809 3.787 -7.696  0.383
H44 -17.270 4.858 -10.489  -0.132
H45 -15.996 6.798 -9.753  0.044
H46 -15.354 5.970 -8.346  0.211
H47 -17.115 6.488 -8.441  0.589
H48 -14.835 3.899 -9.455  -0.199
C19 -20.260 3.701 -11.288  -0.886
C20 -20.255 2.182 -11.424  0.416
C21 -20.452 1.724 -12.854  -1.318
O7 -18.977 1.727 -10.951  0.028
H49 -20.029 3.923 -10.244  -0.036
H50 -21.208 4.151 -11.582  0.529
H51 -19.446 4.137 -11.874  0.109
H52 -20.993 1.759 -10.738  0.503
H53 -19.610 2.099 -13.438  0.181
H54 -21.415 2.036 -13.255  0.468
H55 -20.412 0.632 -12.872  0.304
H56 -18.291 2.233 -11.440  0.064
C22 -18.196 3.033 -4.854  -1.149
C23 -18.807 2.299 -3.659  0.303
C24 -17.884 2.293 -2.436  -1.301
O8 -20.044 2.951 -3.301  -0.559
H57 -17.717 2.288 -5.494  0.321
H58 -17.501 3.808 -4.526  0.345
H59 -18.969 3.524 -5.441  0.355
H60 -19.037 1.255 -3.861  0.321
H61 -18.339 1.728 -1.624  0.327
H62 -17.661 3.308 -2.103  0.375
H63 -16.943 1.805 -2.702  0.328
H64 -19.804 3.833 -2.997  0.334
C25 -14.709 6.408 -12.865  -0.736
C26 -13.304 6.055 -12.335  0.842
C27 -12.315 7.187 -12.507  -1.357
O9 -13.411 5.827 -10.934  -0.575
H65 -14.734 6.622 -13.938  0.462
H66 -15.214 7.204 -12.320  0.065
H67 -15.300 5.489 -12.784  -0.046
H68 -13.023 5.112 -12.823  0.076
H69 -12.147 7.454 -13.550  0.390
H70 -11.341 6.905 -12.101  0.379
H71 -12.672 8.041 -11.932  0.135
H72 -14.205 5.294 -10.708  0.410

Its total charge is 0. Its HOMO energy is -9.555 eV. The value obtained for the molar mass is 540.86 g/mol. For the energy, the calculation gives -47594.4193 eV. The LUMO energy comes out at 0.46 eV. The SMILES is CC(C)O.CC(C)O.CC(C)O.CC(C)O.CC(C)O.CC(C)O.CC(C)O.CC(C)O.CC(C)O. Its multiplicity is 1.